The following is a DFT calculation (ωB97M-V with the def2-TZVPD basis set) of a structure of composition C44H44Cl3GeN3OsTe at a distorted geometry.

total energy	-154622.826	eV
max |F|	9.24	eV Å⁻¹
HOMO energy (alpha / beta)	-9.759 / -10.028	eV
2S+1	2
expectation value of S²	1.218
HOMO-LUMO gap (alpha / beta)	5.051 / 5.309	eV
total charge	+1

Element x y z (Å)
H  1.95  -0.52  -3.37
C  -3.51  -2.58  -0.53
Te  -1.40  -2.25  -0.16
C  2.34  0.98  0.69
H  4.88  2.43  2.43
C  1.94  -4.18  3.48
C  0.45  4.03  -0.25
C  0.84  -2.35  -3.01
C  1.73  -4.57  2.17
C  -3.71  -3.68  -1.36
C  -1.96  -1.06  -2.79
H  0.79  -0.46  4.36
C  5.36  -0.83  -0.86
H  -4.82  -0.28  -4.08
H  -0.69  -0.32  -0.60
H  2.21  -4.91  4.24
C  -2.91  -1.22  -3.71
C  1.25  -2.27  1.57
H  1.83  -5.61  1.89
H  1.22  7.36  2.97
H  1.20  -3.92  0.20
C  2.74  4.70  0.66
Cl  -1.37  -0.49  -1.58
H  -6.72  -1.66  -0.08
C  -0.83  4.78  -0.64
C  -4.99  -4.02  -1.78
H  1.94  -2.54  4.86
C  -3.50  1.11  -1.06
C  0.21  -3.44  -3.65
H  -5.12  1.31  -2.49
C  4.53  0.09  -0.01
H  2.44  2.45  2.25
C  -0.02  -3.37  -5.01
H  -0.92  -5.25  -3.39
C  1.03  -1.23  -5.14
H  -5.15  -4.88  -2.42
C  1.43  -1.87  2.90
H  0.69  -5.28  -2.67
H  -0.58  -4.38  -1.88
Cl  -1.94  -0.65  1.60
C  1.65  6.61  2.33
C  0.07  2.84  0.60
C  1.21  3.71  -1.55
H  -3.79  1.90  -0.38
H  1.95  2.92  -1.41
H  -1.47  4.99  0.22
N  2.56  -0.90  -0.95
Cl  -1.18  1.97  -3.76
N  0.79  -2.37  -1.59
C  1.30  -1.28  -3.78
H  -2.87  -4.29  -1.68
C  -3.99  -0.27  -3.39
C  -0.18  -4.66  -2.85
H  3.67  7.02  2.94
C  1.36  4.87  0.67
H  0.13  -2.22  -6.82
H  -1.40  4.17  -1.35
C  -2.41  0.35  -1.03
C  1.39  -1.54  -0.73
H  1.70  4.60  -1.92
C  -6.08  -3.28  -1.33
C  1.28  -0.46  3.40
H  2.26  0.00  3.52
C  4.39  1.78  1.71
H  4.64  5.32  1.42
H  -0.57  5.72  -1.12
C  3.13  0.08  -0.08
C  -5.88  -2.21  -0.47
H  6.22  0.98  0.95
Os  0.32  0.93  0.47
C  -4.60  -1.86  -0.06
C  3.57  5.47  1.47
H  6.41  -0.73  -0.61
H  5.25  -0.60  -1.93
H  -4.47  -1.04  0.63
C  3.01  1.79  1.61
H  5.07  -1.87  -0.70
C  0.35  -2.26  -5.76
C  1.38  -3.62  1.23
C  0.82  5.83  1.54
Ge  -0.06  0.93  -2.17
C  3.02  6.42  2.31
H  1.36  -0.37  -5.71
H  0.51  3.37  -2.31
H  3.09  -1.18  -1.76
H  0.70  0.18  2.72
H  -0.24  6.00  1.58
C  5.14  0.96  0.88
C  -4.21  0.75  -2.31
C  1.79  -2.85  3.83
H  -2.92  -1.89  -4.55
H  -7.08  -3.55  -1.64
N  0.78  -1.37  0.55
H  -0.52  -4.21  -5.50
H  3.19  3.96  0.01
H  -0.39  -1.20  -1.69
H  -0.57  3.18  1.42

***

The following is a DFT calculation (ωB97M-V with the def2-TZVPD basis set) of a cluster of 3 separate species, C13H29BBr2N5O6P in total at a distorted geometry.

SMILES string	CC[C@H](Br)[C@@H]1NC(=O)[C@@](O)(B(N)O)[C@]1(N)P(O)Br.CN(C)C=O.CN(C)C=O
total energy	-183737.738	eV
max |F|	3.07	eV Å⁻¹
HOMO energy	-7.706	eV
2S+1	1
HOMO-LUMO gap	8.036	eV

Element x y z (Å)
C  2.21  1.34  -0.93
H  2.14  -0.16  2.17
C  -4.12  -2.21  -3.88
H  -4.47  -1.18  -0.68
C  -0.39  0.05  3.48
H  -4.45  -3.14  -4.34
O  4.63  -1.00  0.43
C  -4.14  -1.10  -1.73
O  -3.55  -0.12  -2.14
C  4.10  0.33  0.14
H  0.88  0.61  1.41
H  6.19  0.15  2.38
H  -2.42  -1.11  2.11
C  -5.19  -3.31  -1.91
H  4.66  0.20  3.11
C  -1.27  2.31  -2.80
H  -1.67  1.86  4.76
H  -3.14  1.57  3.80
H  -4.58  -4.21  -2.02
H  -2.87  0.68  5.32
H  -1.70  2.65  -1.81
N  1.90  0.55  1.47
N  3.08  0.94  -2.06
H  -5.40  -3.15  -0.85
O  4.96  2.68  1.05
C  0.13  1.51  -2.63
H  -4.58  -1.37  -4.39
O  2.16  -2.56  1.14
H  -6.14  -3.44  -2.44
H  2.72  2.27  -0.49
N  -1.73  0.04  3.71
H  -3.03  -2.13  -3.97
O  5.50  0.58  -1.89
C  0.72  1.86  -1.20
H  5.56  -1.05  0.14
H  -0.16  0.41  -2.76
C  4.37  0.63  -1.41
H  -2.15  -1.99  3.63
O  0.22  -0.81  2.87
Br  0.26  -1.98  -1.32
N  5.35  0.72  2.57
H  3.18  1.59  -2.85
N  -4.48  -2.18  -2.47
H  0.03  1.57  -0.34
H  0.85  1.73  -3.49
B  4.81  1.25  1.29
H  0.12  0.93  3.90
C  -2.39  1.10  4.44
P  2.26  -1.63  -0.31
H  -1.16  3.17  -3.55
H  4.11  3.14  1.21
C  2.49  0.21  0.15
Br  0.83  3.87  -1.12
C  -2.52  -1.06  3.20
H  -3.57  -0.93  3.46
H  2.90  -2.32  1.74
H  -2.05  1.62  -3.27

***

The following is a DFT calculation (ωB97M-V with the def2-TZVPD basis set) of the ion F2NO3S with charge -1 at a distorted geometry.

SMILES string	O=S(=O)([O-])N(F)F
total energy	-23900.871	eV
max |F|	4.06	eV Å⁻¹
HOMO energy	-5.343	eV
2S+1	1
HOMO-LUMO gap	9.702	eV
total charge	-1

Element x y z (Å)
S  -0.03  -0.72  -0.04
F  -0.60  1.54  -0.81
O  0.40  -0.80  -1.40
F  1.03  1.26  0.54
O  -1.38  -1.20  0.21
O  0.87  -1.15  0.99
N  -0.27  0.99  0.43

***

The following is a DFT calculation (ωB97M-V with the def2-TZVPD basis set) of the molecule C5H5BrO2 at a distorted geometry.

SMILES string	C[C@@]1(Br)C=CC(=O)O1
total energy	-79402.682	eV
max |F|	2.87	eV Å⁻¹
HOMO energy	-10.562	eV
2S+1	1
HOMO-LUMO gap	10.685	eV

Element x y z (Å)
H  -0.94  0.70  -1.11
Br  2.72  0.37  0.07
C  0.06  -1.88  1.15
H  0.51  0.68  -2.07
O  1.08  -1.61  -0.83
C  0.95  -0.35  -0.20
C  0.36  -0.59  1.18
H  0.10  0.20  1.88
H  -0.22  -2.67  1.81
C  0.14  0.69  -1.08
O  0.34  -3.65  -0.51
C  0.52  -2.55  -0.11
H  0.36  1.62  -0.64

***

The following is a DFT calculation (ωB97M-V with the def2-TZVPD basis set) of a structure of composition C26H23CrF2O3PS at a distorted geometry.

total energy	-87450.714	eV
max |F|	1.57	eV Å⁻¹
HOMO energy (alpha / beta)	-12.245 / -12.226	eV
2S+1	2
expectation value of S²	0.772
HOMO-LUMO gap (alpha / beta)	7.566 / 8.142	eV
total charge	+1

Element x y z (Å)
C  3.00  1.19  3.34
C  0.13  2.53  2.59
H  -1.92  4.58  5.12
C  -2.72  -0.60  -2.03
C  5.27  0.59  2.80
S  0.03  1.23  -1.58
H  1.23  -1.10  2.93
H  -1.02  -1.47  -2.97
C  -1.59  -1.39  -2.05
H  -3.01  -0.04  -2.91
H  -3.04  2.92  3.69
H  2.24  1.40  4.08
H  6.27  0.36  3.11
H  0.91  3.47  -3.20
O  0.88  0.09  -1.10
C  2.69  1.20  1.99
F  -0.75  -0.78  2.60
C  0.02  4.22  4.29
H  2.56  4.07  1.42
C  -1.20  -2.12  -0.92
O  -0.31  1.19  -2.95
C  -3.13  -1.21  0.25
C  2.48  4.90  -0.55
C  0.49  -1.31  2.15
C  -1.24  2.34  2.69
C  2.02  4.75  -1.85
C  -1.35  4.01  4.41
H  3.08  5.76  -0.28
H  4.55  0.92  4.79
H  -4.41  0.07  -0.88
C  1.43  2.83  0.08
C  4.30  0.90  3.74
C  -3.50  -0.52  -0.88
H  1.84  3.61  3.35
C  -0.08  -3.12  -1.02
F  0.30  -2.64  2.12
H  -0.36  -3.91  -1.72
H  -1.73  1.63  2.03
H  5.69  0.28  0.72
C  1.27  3.63  -2.19
H  -1.82  -2.69  1.06
H  -3.74  -1.19  1.15
O  -1.08  1.24  -0.60
C  2.20  3.95  0.41
C  0.77  3.47  3.40
C  3.65  0.85  1.04
H  2.25  5.50  -2.59
C  -1.98  3.07  3.60
Cr  -0.13  -0.31  0.55
H  3.37  0.80  0.00
C  0.99  2.69  -1.22
H  0.50  4.97  4.90
C  4.94  0.55  1.45
P  1.04  1.57  1.35
H  0.12  -3.59  -0.06
H  0.83  -2.65  -1.39
C  -1.97  -2.00  0.24

***

The following is a DFT calculation (ωB97M-V with the def2-TZVPD basis set) of a cluster of 2 separate species, C4H10NO in total at a distorted geometry.

total energy	-7839.454	eV
max |F|	1.18	eV Å⁻¹
HOMO energy	-14.355	eV
2S+1	1
HOMO-LUMO gap	10.668	eV
total charge	+1

Element x y z (Å)
C  -0.02  0.99  2.80
O  0.88  1.71  2.50
H  1.86  -0.61  -2.91
H  -0.53  -0.08  -0.34
H  -1.77  0.43  1.63
C  0.97  -0.96  -2.40
H  0.19  1.31  0.30
N  0.01  0.30  0.44
C  -0.26  -0.68  -2.79
H  -1.12  -0.86  -2.15
H  -0.53  -0.06  -3.64
H  -0.38  0.81  3.82
H  -0.69  -0.88  2.03
H  0.93  -0.13  0.45
H  1.19  -1.47  -1.47
C  -0.72  0.18  1.74